CH3ClF2S | ωB97M-V/def2-TZVPD

SMILES: FC(F)Cl.S
maximum force: 0.008 Eh/bohr
ΔE to the lowest compared entry with this formula, charge and spin: 0.00 kJ/mol
spin multiplicity: 1

The geometry in XYZ format:
```
8
Properties=species:S:1:pos:R:3:forces:R:3
F 0.83349 0.62970 1.03692 0.09 0.09 0.02
C 0.38096 -0.61180 1.24942 -0.20 -0.26 -0.22
F 0.53334 -0.90664 2.54552 0.07 0.03 0.04
Cl -1.33586 -0.69005 0.82795 0.09 0.01 0.00
H 0.93145 -1.32449 0.63020 -0.05 0.11 0.14
S 0.29963 1.08157 -3.04254 0.03 -0.02 0.01
H 1.40850 1.35019 -3.74892 -0.04 -0.05 0.09
H 0.98834 0.56327 -2.01417 0.01 0.08 -0.09
```
Forces are in eV/Å.